Entry 1:
8
Properties=species:S:1:pos:R:3 method="wB97M-V/def2-TZVPD" charge=0 orbital_gap_ev="7.8472 / 8.3503" total_energy_ha=-488.825802 fmax_ev_per_a=3.703 e_above_lowest_ev=4.523 multiplicity=1
C 0.07783 -1.60981 -0.24878
C 0.70289 2.45313 0.29224
C -0.77362 -0.64268 -0.12093
O -0.07704 1.63214 -0.04671
I -2.65330 -0.11904 0.01582
H -0.07341 -2.67958 -0.04477
H 1.04320 -1.55136 -0.52798
H 1.75344 2.51719 0.68110

Entry 2:
9
Properties=species:S:1:pos:R:3 method="wB97M-V/def2-TZVPD" charge=0 orbital_gap_ev=8.6257 total_energy_ha=-564.214401 fmax_ev_per_a=3.463 e_above_lowest_ev=1.481 multiplicity=1
C 0.54464 0.01761 -0.09799
C -0.70650 -1.05234 1.27258
C -0.04467 0.97363 -1.07372
O 1.64423 -0.29952 0.15340
O -1.88653 -1.02487 1.31558
I 0.61364 -2.16893 2.44123
H 0.58233 0.82349 -1.90880
H 0.25264 1.93947 -0.75372
H -0.99978 0.79147 -1.34857

Entry 3:
9
Properties=species:S:1:pos:R:3 method="wB97M-V/def2-TZVPD" charge=0 orbital_gap_ev="8.6778 / 8.6828" total_energy_ha=-564.002534 fmax_ev_per_a=5.428 e_above_lowest_ev=7.246 multiplicity=1
C -0.47003 1.31933 1.11964
C 0.66180 1.48612 0.86121
C 0.09935 -1.28247 -0.45543
O -1.56383 -0.10907 -1.20751
O -0.37542 -0.54865 -1.37158
I 1.96473 -1.98426 -1.16161
H -1.58675 1.14522 1.02894
H -0.51419 -1.58034 0.39849
H 1.78435 1.55411 0.78786

Entry 4:
12
Properties=species:S:1:pos:R:3 method="wB97M-V/def2-TZVPD" s_squared=12.015 charge=+1 orbital_gap_ev="8.4312 / 7.7062" total_energy_ha=-1575.244928 fmax_ev_per_a=4.842 e_above_lowest_ev=0.644 multiplicity=7
O -1.90428 -1.08020 1.08729
O 1.66988 -1.19479 -0.87522
C 1.35037 -0.52246 0.12718
C -1.27771 0.87517 -0.27514
O 0.46053 -0.93083 0.95966
O 1.73382 0.71544 0.09657
C -1.08617 -0.54117 0.23168
H -1.88243 0.97134 -1.18421
H -1.05380 -1.11120 -0.71949
H -1.94825 0.97740 0.73876
Li 3.52328 -0.22486 -0.04997
Mn 0.41475 2.06615 -0.13712